Molecular formula: C24H30AlCl5F10LiMgN3O9P2S2
Method: DFT, the ωB97M-V functional and the def2-TZVPD basis

Multiplicity: 1
HOMO: -12.4 eV
Total charge: +2
Kohn-Sham gap: 2.5 eV
LUMO energy: -9.943 eV

The geometry in XYZ format:
```
88
Properties=species:S:1:pos:R:3:forces:R:3
N 1.2877 -0.6564 3.8729 0.2981 0.2542 -1.0599
P 0.2283 0.3725 3.3769 1.8693 -1.2329 2.5613
O -1.2633 -0.0102 3.8145 0.5617 0.9322 -0.7181
O 0.5444 1.7427 4.1377 -1.0716 0.0334 -0.9931
C 0.3488 0.4441 1.5331 -1.3748 -0.0218 -0.1118
C -0.0133 -0.7409 0.6857 0.5776 1.7631 -0.0590
C -0.5287 -2.0900 1.1953 0.1922 -1.1475 -0.6512
F -0.5241 -2.3049 2.5170 -0.1243 0.5190 -0.3106
F 0.3226 -3.0395 0.6806 -0.1517 0.5377 0.2309
C -1.9851 -2.4996 0.6735 -0.1276 -0.4982 0.8533
F -2.5107 -1.6081 -0.2078 0.3321 -0.0935 0.2504
F -1.9060 -3.7139 0.0888 -0.0941 0.6472 -0.1306
C -3.0461 -2.6817 1.8155 -1.6341 -0.5047 -0.7709
F -3.1960 -1.6071 2.5845 0.5178 -0.4203 -0.0469
F -4.2348 -2.8564 1.1674 0.5217 0.2167 0.1273
F -2.8612 -3.8015 2.5052 0.5223 0.8180 0.1568
C 0.1639 -0.6234 -0.6738 -0.7241 -0.7049 -0.4696
C -0.0873 -1.7022 -1.7162 2.0144 0.1405 -0.0580
C 1.3359 -2.2249 -2.1848 -0.2201 0.1360 0.6828
F 1.4312 -3.5803 -1.8910 -0.0074 0.4026 -0.3998
C 0.6427 0.6132 -1.2540 0.0629 0.0452 0.1281
N 0.8401 0.7864 -2.5737 0.3413 1.1562 0.9053
S 1.3578 2.3273 -2.7085 0.0757 0.2646 -0.0899
N 1.3994 2.8570 -1.1364 -0.9086 -1.8409 -0.6719
C 0.9639 1.7785 -0.4592 -0.1084 -1.0892 0.8461
C 0.8068 1.6151 0.9789 -0.0184 0.7790 -0.1993
O 1.1708 2.7241 1.7196 -0.4068 -0.3132 -0.6050
H 1.8224 -1.0449 3.0993 0.0067 -0.3822 0.3998
H -1.1947 -0.3494 4.7311 -0.1359 0.1798 -0.0781
H 1.4756 1.7498 4.4498 -0.1231 -0.0978 0.2154
H -0.5317 -1.2654 -2.6176 -0.1909 -0.0547 0.6401
H -0.6071 -2.5851 -1.3543 -0.0323 0.4199 -0.2517
H 2.1210 -1.7223 -1.5914 -0.1080 -0.1951 -0.2991
H 1.4791 -2.0305 -3.2650 0.0569 -0.5217 1.0844
H 0.3708 3.2383 1.9035 0.3996 0.0440 0.4901
Li -1.5488 2.5172 -0.8819 0.1736 -0.1342 0.0389
C -3.7861 -3.4310 -3.0721 -0.0125 -0.2065 -0.1782
Cl -3.7530 -5.1803 -3.2500 -0.0052 0.1327 0.0362
Cl -2.1974 -2.7367 -3.4403 -0.5528 -0.3254 -0.2540
Cl -4.9845 -2.6969 -4.1352 -0.3241 -0.2882 0.6618
H -4.0465 -3.1972 -2.0463 0.0634 0.0355 -0.0378
F 2.8214 5.0203 -1.5911 0.9404 0.0015 -0.7855
Mg 4.1022 4.4067 -2.6242 -0.7769 0.2795 0.5619
F -2.4418 2.0336 -6.9537 -0.0174 -0.0791 -0.0047
C -2.9334 0.8388 -7.3483 -0.0418 -0.1705 -0.0993
C -3.6117 0.0573 -6.4364 -0.0789 -0.0284 0.3458
C -4.1242 -1.1679 -6.8380 -0.0060 0.1464 -0.0660
C -3.9439 -1.6017 -8.1448 0.0257 -0.0430 -0.1069
C -3.2539 -0.8052 -9.0519 -0.0071 0.0452 0.1925
C -2.7486 0.4266 -8.6541 0.1636 0.0744 -0.3108
H -3.7367 0.4072 -5.4187 -0.0276 0.0101 -0.0257
H -4.6593 -1.7754 -6.1179 0.2268 0.2583 -0.5727
H -4.3401 -2.5598 -8.4561 0.0030 0.0357 -0.0010
H -3.1088 -1.1430 -10.0696 -0.0092 0.0483 0.0132
H -2.2166 1.0645 -9.3483 -0.0027 0.0125 0.0372
O 0.2775 3.2039 -8.4263 -0.4178 -0.0272 0.1411
P 0.5143 3.8886 -7.0962 0.4617 0.0159 0.1198
O 1.7921 4.7692 -7.1669 0.5368 0.6369 -0.0380
O 0.6618 2.8334 -6.0233 -0.0784 0.0882 0.0248
O -0.6978 4.7372 -6.7771 -0.1619 -0.2906 -0.1681
C 4.9250 0.8348 4.7568 0.0621 0.1823 -0.1063
S 3.7991 0.6780 6.1487 -0.1029 -0.4151 0.0713
O 2.8444 1.8366 6.0769 -0.0242 0.0760 -0.3174
C 5.0063 1.0560 7.4233 0.0080 0.2662 0.0257
H 4.3567 0.6747 3.8414 -0.0839 -0.0612 0.0860
H 5.3644 1.8332 4.7453 -0.0301 0.0023 0.0678
H 5.7061 0.0789 4.8363 -0.0485 -0.0248 0.0420
H 5.4401 2.0405 7.2456 -0.0387 -0.0010 -0.0235
H 5.7846 0.2931 7.4199 -0.0683 -0.0490 -0.0395
H 4.4984 1.0509 8.3861 -0.0562 -0.0388 -0.0535
Al 2.6718 6.2383 -7.7078 -0.2847 -0.4430 0.0905
C 1.1059 -2.9002 -6.3109 0.0070 -0.3112 -0.1999
Cl 0.8104 -1.5054 -5.2468 -0.1662 0.3804 -0.7556
Cl 0.0127 -4.2295 -5.9439 0.0704 0.0308 -0.0362
H 0.9531 -2.5897 -7.3388 -0.0953 0.0900 0.0878
H 2.1282 -3.2348 -6.1696 -0.0475 0.0485 0.1208
C -0.4086 2.1489 9.1012 -0.1996 0.1027 0.0012
C -0.3848 0.8118 8.3784 0.5935 0.3016 0.0961
C 0.7845 -0.0447 8.8385 -0.0440 -0.2684 -0.0174
O -0.2914 1.0311 6.9690 -0.3373 -0.1924 -0.2397
H 0.5043 2.7154 8.8958 0.0636 -0.1070 0.0413
H -1.2461 2.7566 8.7549 -0.0267 -0.0589 0.0393
H -0.4988 2.0135 10.1800 0.0190 0.0226 -0.0145
H -1.3215 0.2811 8.5578 -0.0136 0.0077 -0.1718
H 1.7343 0.4537 8.6239 -0.0558 0.1204 0.0596
H 0.7956 -0.9971 8.3051 -0.0468 0.0069 0.0369
H 0.7301 -0.2457 9.9097 0.0312 0.0103 -0.0170
H 0.5358 1.5006 6.7948 0.0531 -0.0765 0.0041
```
Forces are in eV/Å.